[1]
A cluster of 2 separate species, C16H29N2O in total. Source: the OMol25 dataset; level of theory: ωB97M-V/def2-TZVPD.

Geometry (Å):
C -1.928 5.626 2.606
O -2.585 4.337 2.595
C -1.839 3.242 2.303
C -2.488 1.981 2.328
C -1.775 0.833 2.076
C -0.375 0.881 1.843
C 0.361 -0.350 1.704
N 1.514 -0.587 2.301
C 2.248 -1.819 2.006
C 2.071 0.280 3.343
C 0.255 2.148 1.774
C -0.457 3.311 1.996
H -2.729 6.317 2.866
H -1.129 5.663 3.362
H -1.514 5.874 1.617
H -3.553 1.960 2.558
H -2.268 -0.141 2.093
H -0.107 -1.194 1.176
H 3.152 -1.820 2.615
H 1.634 -2.701 2.245
H 2.515 -1.857 0.939
H 2.858 -0.296 3.837
H 2.517 1.189 2.920
H 1.312 0.565 4.084
H 1.314 2.224 1.529
H 0.045 4.279 1.947
C -1.943 -3.861 -0.305
C -1.575 -3.492 -1.734
C -0.520 -2.383 -1.798
N -0.141 -2.042 -3.144
C 0.860 -1.010 -3.253
C 1.235 -0.678 -4.700
C 2.306 0.398 -4.783
H -2.705 -4.643 -0.308
H -1.076 -4.240 0.246
H -2.346 -3.002 0.241
H -1.184 -4.370 -2.264
H -2.468 -3.153 -2.276
H -0.894 -1.497 -1.242
H 0.399 -2.716 -1.286
H -0.940 -1.884 -3.752
H 0.538 -0.078 -2.745
H 1.750 -1.376 -2.715
H 1.584 -1.597 -5.186
H 0.330 -0.347 -5.226
H 2.536 0.614 -5.828
H 1.973 1.328 -4.312
H 3.230 0.080 -4.292

Forces on the atoms, in the same order (eV/Å):
C -0.1625 -0.1644 -0.0132
O 0.8808 -0.7666 -0.3282
C 0.0964 0.2781 0.1612
C -0.0425 0.6100 0.0530
C 0.4005 -0.1512 -0.1845
C -0.1447 0.6001 -0.0148
C 0.5562 -0.2017 1.0118
N -1.4260 0.2740 -0.8016
C 0.0624 -0.5869 -0.3578
C 0.4903 0.4333 0.1892
C -0.1667 -0.3184 0.2437
C -0.3938 0.1283 0.0456
H 0.2544 -0.0002 -0.0553
H -0.3079 -0.0805 -0.1710
H -0.2178 -0.1164 0.2632
H 0.2957 -0.0509 -0.0970
H 0.0257 0.2998 0.0089
H 0.3941 0.2745 0.0219
H -0.1363 -0.1909 -0.2373
H 0.2056 0.3213 -0.0143
H -0.0369 0.0535 0.4270
H -0.2119 0.2664 -0.0071
H -0.0604 -0.3641 0.1934
H 0.0583 -0.1229 -0.4050
H -0.2905 -0.0345 0.0292
H -0.1473 -0.4377 -0.0481
C -0.0698 -0.0491 -0.0301
C 0.3381 0.2406 -0.2189
C -0.0194 -0.0420 0.0915
N -0.2100 -0.4418 -0.4826
C 0.1684 0.2250 0.0681
C -0.1880 -0.3149 0.3266
C -0.0250 0.0362 -0.0648
H 0.0586 0.0643 0.1327
H -0.0446 0.0029 -0.0504
H -0.0116 -0.0402 -0.0372
H -0.1113 0.1682 0.0616
H 0.1048 -0.1028 0.0706
H -0.0198 -0.0315 0.0705
H -0.1823 -0.0011 0.0297
H 0.1439 0.0856 0.2289
H 0.1052 -0.0265 -0.0276
H -0.0619 0.1703 -0.1224
H -0.1135 0.1418 0.0329
H 0.1221 -0.0649 0.0016
H 0.0631 0.0586 0.0752
H 0.0322 -0.0450 -0.0352
H -0.0543 0.0140 -0.0334

Values from the calculation:
Relative energy (zero: lowest compared OMol25 entry of this formula, charge and spin): 0.00 kcal per mole
Orbital gap: 6.518 eV
Charge: +1

=====

[2]
A structure of composition C16H29N7SSr. Source: the OMol25 dataset; level of theory: ωB97M-V/def2-TZVPD.

Geometry (Å):
Sr -0.811 0.857 2.049
C -5.449 -2.373 -1.302
C -5.257 -1.715 0.059
N -4.687 -0.392 -0.067
C -3.463 0.018 0.256
S -2.371 -1.141 0.951
N -3.200 1.271 -0.027
N -2.053 1.843 0.295
C -1.794 3.030 -0.159
C -2.741 3.747 -1.068
C -0.541 3.659 0.244
C -0.299 5.015 -0.016
C 0.916 5.576 0.326
C 1.879 4.769 0.919
C 1.547 3.453 1.186
N 0.381 2.900 0.866
H -5.882 -3.359 -1.166
H -4.498 -2.481 -1.815
H -6.119 -1.782 -1.921
H -4.595 -2.315 0.683
H -6.223 -1.623 0.564
H -5.265 0.299 -0.530
H -3.460 3.037 -1.466
H -2.220 4.226 -1.892
H -3.292 4.502 -0.507
H -1.067 5.619 -0.469
H 1.114 6.618 0.133
H 2.847 5.157 1.194
H 2.255 2.795 1.681
N 2.917 -2.208 1.857
C 3.687 -2.804 0.727
C 4.203 -1.656 -0.135
C 3.051 -0.857 -0.757
N 2.320 -0.135 0.305
C 2.094 -1.780 -1.517
C 1.570 -2.938 -0.665
N 0.687 -2.433 0.402
C 2.754 -3.709 -0.070
H 3.527 -1.763 2.544
H 2.340 -2.915 2.317
H 2.296 -1.470 1.360
H 4.522 -3.393 1.118
H 4.815 -2.066 -0.936
H 4.845 -0.993 0.447
H 3.479 -0.143 -1.476
H 1.519 0.336 -0.119
H 2.926 0.591 0.687
H 2.630 -2.194 -2.372
H 1.253 -1.201 -1.907
H 1.028 -3.629 -1.325
H 0.268 -3.223 0.889
H -0.094 -1.942 -0.036
H 3.320 -4.152 -0.889
H 2.394 -4.533 0.548

Forces on the atoms, in the same order (eV/Å):
Sr 0.5172 -0.1115 0.5782
C 0.0641 0.0852 0.2534
C -0.1060 -0.4406 -0.0660
N -0.1820 0.3047 -0.0961
C 0.2400 -0.3115 0.0810
S 0.4563 -0.3381 0.2653
N -1.5999 0.9276 -0.9193
N 0.8606 0.0300 0.1018
C -0.9850 -0.3366 -0.4164
C -0.0095 -0.1747 0.0458
C 0.4881 0.5628 0.0169
C -0.1412 -0.3531 0.0435
C 0.1404 -0.2855 0.0825
C -0.0755 -0.0193 0.0752
C 0.3146 0.1910 0.0288
N -0.2173 -0.3322 0.1642
H -0.1002 -0.1254 -0.0542
H 0.0995 -0.0032 -0.0726
H -0.0734 0.0100 -0.1190
H -0.1642 0.0851 -0.0032
H 0.1342 -0.0113 0.0466
H 0.1507 0.0927 0.0842
H 0.0359 0.0735 0.0317
H 0.0756 0.1185 -0.0242
H -0.0751 0.1455 -0.0287
H -0.0686 0.0345 -0.0949
H 0.0082 0.0992 -0.0292
H 0.0502 -0.0019 0.0161
H 0.1016 0.0888 0.0462
N -0.1323 0.1184 0.2659
C 0.5345 -0.4378 -0.5763
C -0.2478 0.1770 0.0260
C 0.2968 -0.1676 -0.5698
N -0.1134 0.7466 0.1424
C -0.0727 0.0413 0.3178
C 0.1820 -0.2878 -0.3306
N -0.4131 -0.1778 -0.1315
C -0.2907 0.1871 -0.0136
H -0.0055 -0.0969 -0.0685
H 0.1106 0.2078 0.0059
H 0.1374 -0.2550 0.7254
H -0.1539 0.1369 0.1092
H 0.0678 -0.0514 0.0075
H 0.1005 0.0162 0.0334
H -0.0794 -0.1309 0.1499
H 0.2470 0.0099 0.0718
H -0.0926 0.0625 -0.2239
H -0.0405 0.0309 -0.0778
H 0.0033 0.0186 -0.0986
H 0.0912 0.1206 0.0587
H -0.1278 0.0380 -0.1760
H -0.0229 -0.1523 0.1840
H 0.0734 -0.0600 0.0527
H 0.0089 -0.0985 0.0782

Values from the calculation:
Relative energy (zero: lowest compared OMol25 entry of this formula, charge and spin): 16.04 kcal per mole
Orbital gap: 6.595 eV
Charge: +2

=====

[3]
A structure of composition C16H29NO10Sr. Source: the OMol25 dataset; level of theory: ωB97M-V/def2-TZVPD.

Geometry (Å):
Sr 0.084 -0.310 -0.226
C 2.332 2.266 -3.327
C 2.506 2.028 -4.772
C 1.697 0.966 -5.417
O 1.471 0.967 -6.635
C 1.286 -0.138 -4.626
C 1.001 0.085 -3.243
C 1.715 1.253 -2.534
O 1.627 1.266 -1.308
O 0.434 -0.762 -2.614
O 3.031 2.825 -5.531
H 2.902 3.110 -2.877
H 1.575 -1.127 -4.910
C -2.910 -1.162 -1.674
O -2.269 -1.057 -0.444
C -3.079 -0.562 0.542
C -2.524 -1.125 1.831
N -1.290 -0.454 1.981
C -0.569 -1.081 3.053
C 0.677 -0.269 3.022
O 1.328 -0.201 1.953
C 2.437 0.776 1.948
H -3.757 -1.918 -1.573
H -2.301 -1.542 -2.457
H -3.396 -0.237 -1.896
H -4.151 -0.967 0.478
H -3.104 0.495 0.596
H -2.324 -2.169 1.579
H -3.236 -1.135 2.624
H -1.658 0.401 2.471
H -0.398 -2.114 2.862
H -1.240 -0.981 3.830
H 1.232 -0.812 3.817
H 0.534 0.729 3.471
H 2.062 1.805 1.603
H 3.366 0.495 1.343
H 2.834 0.832 2.947
C -0.835 3.022 1.355
C -2.102 3.104 2.102
O -2.199 2.033 2.935
O -0.839 1.932 0.462
H 0.077 2.822 1.959
H -0.611 3.856 0.810
H -2.889 3.309 1.476
H -2.022 3.953 2.821
H -2.335 2.315 3.795
H -1.050 2.208 -0.423
C 2.428 -2.701 -0.184
C 1.163 -3.420 -0.525
O 0.157 -2.888 0.275
O 2.495 -1.336 -0.669
H 3.258 -3.304 -0.524
H 2.574 -2.793 0.802
H 1.172 -4.465 -0.372
H 0.820 -3.307 -1.506
H -0.597 -3.425 0.239
H 3.425 -1.073 -0.737

Forces on the atoms, in the same order (eV/Å):
Sr 1.3571 0.0130 -1.1161
C 0.4527 -1.6748 0.1650
C -1.3094 2.7585 1.0220
C -0.4251 -2.2119 -1.9448
O 0.5336 0.5272 0.6978
C 0.0923 0.9899 2.6859
C 4.1230 2.2940 -5.6094
C 0.0834 2.1833 -4.1701
O -0.5236 0.0492 3.8306
O -3.3321 -3.6363 4.4416
O 1.1067 0.2891 0.1304
H -0.5720 -0.7694 -0.2483
H -1.0000 -0.6857 -0.6288
C -2.6316 -1.5758 0.0438
O 1.0822 -0.3559 -0.9292
C -3.1403 -2.0089 1.9216
C -0.5384 -1.1297 -2.8446
N -1.7902 0.7949 1.4022
C 0.8220 1.1160 -2.8845
C -1.3541 -0.5631 9.9019
O 4.8162 0.7752 -7.4183
C 0.2870 0.6062 -0.7983
H 0.7806 0.7293 -0.0547
H 1.0554 0.1744 -0.4521
H -0.1122 0.7878 -0.6535
H 1.1980 0.6376 -0.4769
H -0.0806 1.3118 -0.2547
H -0.0898 -0.2745 0.2406
H -0.4606 0.4419 1.0759
H 1.2095 -0.2262 -1.2882
H 0.3183 -0.9167 -0.3210
H -0.3369 0.0696 2.9338
H 0.7820 0.4185 0.2345
H -0.6036 0.0477 0.0022
H 0.4740 -1.6286 0.3987
H -1.9884 -0.0969 0.2432
H -0.1802 0.1667 0.6560
C 1.6085 -1.8974 0.5381
C 2.6403 2.8017 2.4042
O -0.7001 -3.2539 -1.0056
O -0.4708 -1.0029 -0.2896
H -0.8918 0.3389 0.3429
H 0.3125 2.6229 -1.2851
H -2.2839 -0.0757 -1.5234
H -0.0179 0.2748 -1.0209
H -0.5203 0.6570 2.4687
H -0.0176 0.6065 -0.6600
C 0.7388 -0.1686 -3.6108
C 0.1446 0.5597 -0.1733
O 0.0720 1.9896 1.7077
O -0.0842 -1.4126 0.7323
H 0.3600 -0.0321 -0.9511
H 0.0937 0.4242 4.2005
H 0.8836 -1.3254 0.4865
H 0.2186 0.4942 -2.0557
H -1.7339 -1.0516 -0.1344
H -0.4571 0.0230 -0.1046

Values from the calculation:
Orbital gap: 4.583 eV

=====

[4]
A structure of composition C16H29S4Sb2Ti. Source: the OMol25 dataset; level of theory: ωB97M-V/def2-TZVPD.

Geometry (Å):
Ti 1.636 -1.570 -0.136
C 1.827 1.291 2.496
Sb 2.684 1.193 0.451
C 1.743 0.477 -1.708
C 1.720 3.185 0.079
C 0.708 3.389 -0.991
C 1.084 4.004 -2.187
C 0.189 4.208 -3.226
C -1.131 3.810 -3.074
C -1.522 3.203 -1.891
C -0.626 2.964 -0.849
C -1.093 2.246 0.373
Sb -0.798 0.068 0.332
C -2.167 -0.222 -1.301
C -2.240 -0.191 1.912
H 2.223 2.189 2.982
H 2.162 0.407 3.035
H 0.738 1.334 2.512
H 2.651 0.696 -2.270
H 0.961 1.182 -1.982
H 1.403 -0.501 -2.070
H 2.576 3.836 -0.103
H 1.320 3.438 1.062
H 2.115 4.322 -2.299
H 0.518 4.680 -4.144
H -1.851 3.972 -3.867
H -2.556 2.899 -1.765
H -2.169 2.366 0.507
H -0.594 2.597 1.277
H -3.195 -0.250 -0.937
H -1.939 -1.158 -1.808
H -2.052 0.599 -2.008
H -3.063 0.510 1.765
H -1.756 0.014 2.868
H -2.626 -1.208 1.924
S 2.876 -2.093 1.934
S 4.548 -2.670 0.839
S 4.088 -1.885 -1.009
S 2.643 -3.088 -1.829
C 0.061 -4.509 2.011
C -0.723 -3.396 1.320
C -2.183 -3.838 1.155
C -0.087 -3.022 -0.029
H -0.352 -4.730 3.001
H 1.109 -4.232 2.127
H 0.014 -5.424 1.411
H -0.716 -2.535 2.004
H -2.224 -4.734 0.527
H -2.780 -3.066 0.660
H -2.653 -4.073 2.116
H -0.872 -2.760 -0.752
H 0.372 -3.925 -0.446

Forces on the atoms, in the same order (eV/Å):
Ti -0.1065 0.6003 -0.1122
C 0.2287 0.1828 -0.0536
Sb -0.2964 -0.8462 0.3426
C -0.3265 -0.4814 -0.0300
C -0.1566 0.0696 -0.0734
C 0.1267 0.0383 0.0759
C -0.0123 0.0071 -0.0513
C 0.0121 -0.0233 0.0587
C -0.0102 -0.0020 0.0010
C -0.0239 -0.0153 0.0059
C -0.0419 0.0248 0.0080
C 0.1292 -0.0815 -0.0249
Sb 0.1018 0.0804 -0.0345
C -0.0061 -0.0366 0.0068
C 0.0730 0.0036 0.0224
H -0.0327 -0.0090 0.0742
H 0.0032 -0.0126 -0.0109
H 0.0112 0.0169 -0.0502
H 0.1081 0.0455 0.1566
H -0.0154 -0.0218 0.0563
H 0.0288 0.0656 -0.4624
H -0.0075 -0.0065 -0.0123
H -0.0105 -0.0075 -0.0288
H -0.0163 -0.0043 0.0063
H 0.0106 0.0014 0.0060
H 0.0037 -0.0020 0.0060
H 0.0011 0.0015 0.0025
H -0.0129 -0.0149 -0.0252
H -0.0148 0.0165 -0.0068
H 0.0005 0.0295 -0.0004
H -0.0152 0.0015 0.0040
H 0.0126 -0.0165 -0.0101
H 0.0314 -0.0140 -0.0207
H -0.0291 -0.0136 -0.0071
H 0.0203 -0.0064 -0.0021
S -0.0638 0.0717 0.0370
S 0.0135 -0.0351 -0.0775
S 0.0474 0.0875 0.1179
S -0.0902 0.0880 0.0303
C 0.0106 0.0009 -0.0020
C -0.0932 -0.0718 -0.0174
C 0.0498 0.0566 -0.0093
C 0.3169 0.1902 0.0622
H 0.0057 -0.0052 -0.0137
H -0.0024 -0.0105 0.0005
H -0.0068 0.0127 0.0067
H 0.0145 0.0408 0.0136
H -0.0097 0.0134 0.0063
H -0.0080 -0.0172 -0.0009
H 0.0116 0.0029 -0.0146
H 0.0138 0.0482 0.0253
H 0.0224 -0.0434 0.0195

Values from the calculation:
Relative energy (zero: lowest compared OMol25 entry of this formula, charge and spin): 80.58 kcal per mole
Orbital gap (spin up / spin down): 5.433 / 5.680 eV
Charge: -1

=====

| no. | E (eV) |
| --- | --- |
| 1 | -22083.116 |
| 2 | -39152.731 |
| 3 | -39858.252 |
| 4 | -96593.793 |